one:
DFT (ωB97M-V/def2-TZVPD) results for a cluster of 2 separate species, C4H8NO3 in total.

Geometry as ORCA input:
```
! wB97M-V def2-TZVPD RIJCOSX def2/J DEFGRID3
* xyz -1 1
O 1.87 0.62 0.39
O 0.57 -0.74 -0.89
O -3.07 -0.83 1.71
N -2.06 -0.84 -0.20
C -2.17 -0.37 1.07
C 2.72 0.09 -1.70
C -1.36 0.69 1.60
C 1.66 -0.08 -0.62
H -1.23 -0.70 -0.70
H -2.60 -1.50 -0.43
H 3.60 -0.47 -1.36
H -0.66 1.32 0.95
H -0.60 0.55 2.31
H 2.37 -0.42 -2.45
H 2.93 1.14 -1.78
H -1.98 1.52 2.11
*
```

HOMO energy, eV: -4.47
HOMO-LUMO gap, eV: 8.56
LUMO, eV: 4.085

These are the natural (NBO) partial charges, in e, on atoms 1 to 6: -0.781, -0.846, -0.668, -0.794, 0.657, -0.722



two:
DFT (ωB97M-V/def2-TZVPD) results for a cluster of 2 separate species, C4H8NO3 in total.

Geometry as ORCA input:
```
! wB97M-V def2-TZVPD RIJCOSX def2/J DEFGRID3
* xyz -1 1
O 1.69 0.46 2.87
O -2.33 0.13 -2.46
O -1.02 0.06 -0.62
N -0.35 -0.15 2.12
C 1.61 -0.81 0.85
C -1.23 0.13 -1.86
C 1.00 -0.12 2.04
C 0.01 0.25 -2.77
H 2.36 -1.55 1.11
H -0.28 0.04 -3.80
H 2.11 -0.07 0.23
H 0.82 -0.46 -2.54
H 0.49 1.24 -2.82
H -0.73 0.51 2.78
H 0.85 -1.28 0.25
H -0.90 -0.30 1.28
*
```

HOMO energy, eV: -4.49
HOMO-LUMO gap, eV: 8.37
LUMO, eV: 3.875

These are the natural (NBO) partial charges, in e, on atoms 1 to 6: -0.672, -0.767, -0.837, -0.830, -0.715, 0.774



Which structure loses on stability? one does.



one:
DFT (ωB97M-V/def2-TZVPD) results for a cluster of 2 separate species, C4H8NO3 in total.

Geometry as ORCA input:
```
! wB97M-V def2-TZVPD RIJCOSX def2/J DEFGRID3
* xyz -1 1
O 0.06 -2.34 1.88
O 1.13 1.91 -2.39
O -0.89 -1.71 -0.14
N -0.77 0.82 -1.73
C 0.54 1.08 -1.58
C 1.30 0.44 -0.56
C -0.52 -1.64 1.03
C -0.80 -0.24 1.84
H -1.49 1.07 -2.38
H 0.88 0.31 0.49
H -1.56 -0.44 2.61
H 2.43 0.76 -0.58
H 0.16 -0.27 2.41
H -1.16 0.04 -1.13
H 1.53 -0.52 -1.06
H -0.84 0.73 1.30
*
```

HOMO energy, eV: -4.33
HOMO-LUMO gap, eV: 8.22
LUMO, eV: 3.899

These are the natural (NBO) partial charges, in e, on atoms 1 to 6: -0.767, -0.705, -0.790, -0.835, 0.647, -0.727



two:
DFT (ωB97M-V/def2-TZVPD) results for a cluster of 2 separate species, C4H8NO3 in total.

Geometry as ORCA input:
```
! wB97M-V def2-TZVPD RIJCOSX def2/J DEFGRID3
* xyz -1 1
O -2.58 -0.21 2.70
O 2.24 1.02 -1.22
O 1.02 -0.66 -0.37
N -1.72 -0.67 0.79
C -1.94 0.18 1.79
C 1.76 -0.16 -1.25
C 2.26 -1.11 -2.33
C -1.44 1.59 1.75
H -1.82 -1.69 0.73
H -0.90 1.82 0.79
H -2.07 2.48 1.98
H -0.45 1.65 2.30
H -0.96 -0.36 0.16
H 2.95 -1.87 -2.03
H 1.23 -1.55 -2.65
H 2.42 -0.45 -3.14
*
```

HOMO energy, eV: -4.25
HOMO-LUMO gap, eV: 8.10
LUMO, eV: 3.850

These are the natural (NBO) partial charges, in e, on atoms 1 to 6: -0.653, -0.792, -0.821, -0.833, 0.661, 0.756



Which structure loses on stability? one does.



one:
DFT (ωB97M-V/def2-TZVPD) results for the ion C4H13N3 with charge +3.

Geometry as ORCA input:
```
! wB97M-V def2-TZVPD RIJCOSX def2/J DEFGRID3
* xyz 3 2
N -0.41 1.32 -0.36
N -0.41 3.68 -0.12
N 0.28 -3.45 0.86
C 0.35 0.04 -0.69
C 0.01 -0.99 0.43
C 0.00 -2.36 -0.25
C 0.18 2.47 -0.09
H 1.21 2.45 0.29
H 1.43 0.29 -0.58
H 1.15 -3.40 1.38
H -1.25 3.75 -0.70
H -1.00 -0.82 0.86
H 0.12 4.47 0.25
H 0.50 -0.70 1.36
H 0.20 -4.41 0.45
H 0.89 -2.41 -0.89
H -1.39 1.35 -0.68
H -0.88 -2.82 -0.70
H 0.08 -0.24 -1.71
H -0.50 -3.42 1.56
*
```

HOMO energy (spin up / spin down), eV: -24.48 / -24.44
HOMO-LUMO gap (spin up / spin down), eV: 11.19 / 6.17
Expectation value of S²: 0.79
LUMO (spin up / spin down), eV: -13.295 / -18.266

These are the natural (NBO) partial charges, in e, on atoms 1 to 6: -0.192, -0.351, -0.691, -0.228, -0.468, -0.207



two:
DFT (ωB97M-V/def2-TZVPD) results for the ion C4H13N3 with charge +3.

Geometry as ORCA input:
```
! wB97M-V def2-TZVPD RIJCOSX def2/J DEFGRID3
* xyz 3 2
N 0.53 1.37 0.37
N -0.43 -3.57 -0.55
N -0.11 3.62 1.00
C -0.20 -2.21 -1.22
C -0.05 0.30 -0.54
C 0.21 2.41 1.23
C 0.21 -1.19 -0.15
H -0.66 4.00 0.21
H -1.21 -1.97 -1.57
H 0.44 2.20 2.28
H -1.43 -3.59 -0.38
H -1.12 0.45 -0.65
H 0.50 0.66 -1.44
H 0.03 -3.73 0.34
H 0.43 -2.20 -2.10
H 1.28 -1.25 0.06
H -0.29 -1.44 0.79
H 1.56 1.27 0.33
H -0.17 -4.38 -1.14
H -0.13 4.26 1.81
*
```

HOMO energy (spin up / spin down), eV: -24.73 / -24.71
HOMO-LUMO gap (spin up / spin down), eV: 10.80 / 7.72
Expectation value of S²: 0.75
LUMO (spin up / spin down), eV: -13.935 / -16.995

These are the natural (NBO) partial charges, in e, on atoms 1 to 6: -0.158, -0.674, -0.505, -0.222, -0.219, 0.387



Which structure loses on stability? two does.



one:
DFT (ωB97M-V/def2-TZVPD) results for a cluster of 2 separate species, C3H10OS2 in total.

Geometry as ORCA input:
```
! wB97M-V def2-TZVPD RIJCOSX def2/J DEFGRID3
* xyz 0 1
S 1.57 0.72 -1.13
S 2.27 2.53 -0.70
O 1.54 -2.42 0.98
C -0.28 0.69 -1.31
C -1.46 -0.49 0.77
C -1.09 0.78 0.12
H 0.72 -2.42 0.45
H -1.88 1.58 -0.31
H 1.96 -3.13 0.68
H -2.51 -0.76 0.99
H 3.00 2.23 0.31
H -0.68 -0.25 -1.76
H -0.69 1.54 0.84
H -0.73 -0.86 1.61
H -0.68 1.55 -1.83
H -1.07 -1.30 0.31
*
```

HOMO energy, eV: -8.22
HOMO-LUMO gap, eV: 8.84
LUMO, eV: 0.618
SMILES string: CCCSS.O

These are the natural (NBO) partial charges, in e, on atoms 1 to 6: 0.058, -0.115, -0.913, -0.516, -0.655, -0.434



two:
DFT (ωB97M-V/def2-TZVPD) results for a cluster of 2 separate species, C3H10OS2 in total.

Geometry as ORCA input:
```
! wB97M-V def2-TZVPD RIJCOSX def2/J DEFGRID3
* xyz 0 1
S -0.47 1.24 -0.40
S -0.27 -0.94 0.33
O -3.59 -0.49 -1.12
C 2.15 -0.74 -1.05
C 1.51 -1.01 0.32
C -0.90 1.86 1.23
H -1.60 1.22 1.75
H -3.54 -1.05 -0.34
H 0.01 1.75 1.84
H 2.22 -1.65 -1.65
H -1.30 2.87 1.23
H 1.97 -0.29 1.01
H 3.09 -0.22 -0.81
H 1.61 -0.01 -1.65
H -2.72 -0.60 -1.53
H 1.82 -1.93 0.85
*
```

HOMO energy, eV: -8.95
HOMO-LUMO gap, eV: 8.69
LUMO, eV: -0.258
SMILES string: CCSSC.O

These are the natural (NBO) partial charges, in e, on atoms 1 to 6: 0.081, 0.085, -0.935, -0.621, -0.565, -0.758



three:
DFT (ωB97M-V/def2-TZVPD) results for a cluster of 2 separate species, C3H10OS2 in total.

Geometry as ORCA input:
```
! wB97M-V def2-TZVPD RIJCOSX def2/J DEFGRID3
* xyz 0 1
S 1.66 0.15 -0.20
S 2.92 0.05 -1.84
O 1.35 2.85 2.00
C -0.72 -1.01 0.54
C 0.35 -1.04 -0.56
C -2.11 -0.65 -0.04
H 0.64 2.20 1.97
H -2.27 -1.23 -0.95
H 1.29 3.25 1.11
H -2.07 0.41 -0.29
H 0.79 -2.03 -0.63
H 2.40 1.10 -2.48
H -0.07 -0.78 -1.51
H -0.46 -0.29 1.30
H -2.93 -0.97 0.60
H -0.77 -2.00 0.97
*
```

HOMO energy, eV: -9.14
HOMO-LUMO gap, eV: 9.65
LUMO, eV: 0.510
SMILES string: CCCSS.O

These are the natural (NBO) partial charges, in e, on atoms 1 to 6: 0.083, -0.127, -0.928, -0.404, -0.536, -0.602



Which structure loses on stability? one does.



one:
DFT (ωB97M-V/def2-TZVPD) results for a cluster of 2 separate species, C3H10OS2 in total.

Geometry as ORCA input:
```
! wB97M-V def2-TZVPD RIJCOSX def2/J DEFGRID3
* xyz 0 1
S -1.65 1.28 -0.03
S -0.95 0.27 1.72
O 1.80 1.26 -0.73
C 1.02 -0.94 -1.33
C -2.57 -0.24 2.23
C 2.22 -0.09 -0.98
H -3.24 0.60 2.09
H 0.48 -1.25 -0.43
H -2.58 -0.54 3.28
H 2.95 -0.13 -1.79
H -0.56 1.96 -0.40
H -2.97 -1.10 1.69
H 0.35 -0.45 -2.03
H 2.63 -0.41 -0.02
H 1.34 -1.93 -1.68
H 1.72 1.71 -1.57
*
```

HOMO energy, eV: -8.11
HOMO-LUMO gap, eV: 8.52
LUMO, eV: 0.408
SMILES string: CCO.CSS

These are the natural (NBO) partial charges, in e, on atoms 1 to 6: -0.187, 0.117, -0.735, -0.643, -0.775, -0.065



two:
DFT (ωB97M-V/def2-TZVPD) results for a cluster of 2 separate species, C3H10OS2 in total.

Geometry as ORCA input:
```
! wB97M-V def2-TZVPD RIJCOSX def2/J DEFGRID3
* xyz 0 1
S -0.96 2.58 -0.42
S 1.02 3.12 -0.19
O 2.41 -3.01 2.04
C 0.00 0.00 0.00
C 1.26 3.17 1.59
C -0.80 0.93 -0.97
H 1.08 0.22 0.03
H -0.39 0.83 -1.99
H 3.11 -2.32 1.96
H -0.42 0.13 1.01
H 0.38 2.81 2.15
H 2.16 2.65 1.96
H -0.13 -1.05 -0.30
H 1.63 -2.53 2.41
H -1.80 0.45 -0.96
H 1.39 4.25 1.79
*
```

HOMO energy, eV: -8.76
HOMO-LUMO gap, eV: 9.29
LUMO, eV: 0.527
SMILES string: CCSSC.O

These are the natural (NBO) partial charges, in e, on atoms 1 to 6: 0.134, 0.076, -0.939, -0.617, -0.773, -0.587



Which structure loses on stability? one does.



one:
DFT (ωB97M-V/def2-TZVPD) results for the molecule C4H7ClN2.

Geometry as ORCA input:
```
! wB97M-V def2-TZVPD RIJCOSX def2/J DEFGRID3
* xyz 0 1
Cl 2.25 -1.03 -0.03
N -1.01 -1.37 0.79
N -0.55 -0.15 1.33
C -1.18 -1.25 -0.46
C -0.86 0.11 -0.96
C -0.03 0.66 0.22
C 1.50 0.61 0.17
H -0.13 1.73 0.36
H 1.89 1.01 1.12
H -0.44 0.18 -1.97
H 1.93 1.23 -0.70
H 0.00 -0.39 2.14
H -1.58 -2.05 -1.07
H -1.78 0.71 -0.95
*
```

HOMO energy, eV: -8.70
HOMO-LUMO gap, eV: 9.55
LUMO, eV: 0.851
SMILES string: ClC[C@H]1CC=NN1

These are the natural (NBO) partial charges, in e, on atoms 1 to 6: -0.084, -0.211, -0.475, 0.019, -0.487, -0.081



two:
DFT (ωB97M-V/def2-TZVPD) results for a structure of composition C4H7ClN2.

Geometry as ORCA input:
```
! wB97M-V def2-TZVPD RIJCOSX def2/J DEFGRID3
* xyz 0 1
Cl -1.33 1.68 -0.37
N -3.17 -1.49 -0.16
N -0.49 0.17 1.79
C -2.19 -0.95 0.06
C -0.59 0.15 0.41
C 0.45 -0.46 -0.49
C 1.60 0.40 -1.00
H 1.37 0.93 -2.03
H 2.51 -0.02 -1.17
H 0.38 0.01 2.15
H -1.07 0.62 2.49
H 1.80 1.17 -0.32
H -0.18 -0.90 -1.24
H 0.90 -1.30 -0.12
*
```

HOMO energy, eV: -10.33
HOMO-LUMO gap, eV: 10.76
LUMO, eV: 0.434

These are the natural (NBO) partial charges, in e, on atoms 1 to 6: -0.052, -0.429, -0.822, 0.140, 0.320, -0.507



Which structure loses on stability? two does.